No. 1
2 unconnected molecules or ions with the total composition C4H6BrNO2 at a distorted geometry. Source: the OMol25 dataset; level of theory: ωB97M-V/def2-TZVPD.

Results
Frontier orbital gap = 9.6 eV
LUMO = 0.221 eV
HOMO energy = -0.3455 Eh

```
14
Properties=species:S:1:pos:R:3:forces:R:3
C -1.53212 -1.61612 0.08451 -0.794 0.369 -0.581
C 1.31123 0.43336 0.22270 1.916 0.657 -1.149
C -1.40035 -0.36422 -0.55862 4.668 1.448 0.896
C -0.09618 0.49968 0.78726 -1.458 0.784 -4.778
N -1.78652 -2.60373 0.58537 -0.021 -1.465 0.922
O 2.29217 0.05629 1.21954 -1.750 -0.265 0.433
O -0.69486 -0.50450 -1.74279 -0.665 1.197 -2.116
Br -0.77407 2.33941 0.88247 0.275 -0.762 0.365
H 1.65267 1.44746 -0.18414 -0.958 -1.118 0.537
H 1.44805 -0.25329 -0.67504 -0.836 0.474 1.107
H -2.23829 0.25965 -0.59565 -1.215 0.826 0.202
H -0.40091 -0.12006 1.54226 -0.139 -0.924 2.426
H 3.16103 0.25978 0.90500 0.624 0.219 -0.428
H -0.94186 0.16630 -2.47288 0.354 -1.441 2.162
```
Positions in Å, forces in eV/Å.

---

No. 2
2 unconnected molecules or ions with the total composition C4H8O2. Source: the OMol25 dataset; level of theory: ωB97M-V/def2-TZVPD.

Results
Frontier orbital gap (alpha / beta) = 8.3 / 8.3 eV
LUMO (alpha / beta) = 0.490 / 0.518 eV
HOMO energy (alpha / beta) = -0.2867 / -0.2860 Eh

```
14
Properties=species:S:1:pos:R:3:forces:R:3
C 1.28669 1.73660 -0.61117 0.363 0.074 -0.580
O 0.40434 1.71099 0.34241 0.286 0.132 0.702
C -0.86795 1.47220 0.27215 -0.681 -0.084 -0.170
C -0.23576 -1.27350 -0.44129 -0.160 -0.181 -0.175
O -1.15187 -1.61148 -1.15737 0.430 0.158 0.362
C 0.04154 -1.86493 0.91786 -0.161 -0.061 -0.017
H 2.28871 1.98118 -0.29454 -0.130 -0.035 -0.065
H 0.51096 -0.52071 -0.78838 -0.133 -0.134 0.017
H 0.95460 1.70765 -1.64437 0.050 -0.006 0.145
H -1.39794 1.52810 1.21044 0.074 -0.009 -0.121
H -1.33929 1.35323 -0.69673 0.044 0.026 0.101
H -0.82749 -2.43324 1.25743 0.108 0.091 -0.015
H 0.29510 -1.07742 1.63728 -0.019 -0.133 -0.159
H 0.89804 -2.54774 0.84691 -0.071 0.161 -0.025
```
Positions in Å, forces in eV/Å.

---

No. 3
2 unconnected molecules or ions with the total composition C3H7N2O at a distorted geometry. Source: the OMol25 dataset; level of theory: ωB97M-V/def2-TZVPD.

Results
Frontier orbital gap (alpha / beta) = 13.6 / 8.0 eV
Total charge = +1
LUMO (alpha / beta) = -3.129 / -9.453 eV
2S+1 = 3
HOMO energy (alpha / beta) = -0.6130 / -0.6418 Eh

```
13
Properties=species:S:1:pos:R:3:forces:R:3
C -0.70079 -0.15439 -1.47400 -0.107 0.638 -0.098
C 0.43713 -0.45846 -0.54981 -0.761 -2.254 0.516
C 0.89660 0.70476 0.47767 0.600 0.816 -1.579
N -1.19291 -0.47944 3.37554 0.012 0.125 -0.119
N -0.75694 -0.34885 2.38359 -0.729 -1.824 1.485
O -0.02451 1.15986 1.22892 0.408 1.732 -0.872
H -0.37461 0.38523 -2.36159 -0.058 0.152 0.026
H -1.13883 -1.09065 -1.83085 0.168 -0.098 0.129
H -1.49679 0.39435 -0.97091 -0.055 -0.002 -0.097
H 1.32476 -0.80709 -1.07627 0.180 0.258 0.261
H 0.11607 -1.18897 0.21238 0.246 -0.094 -0.275
H 1.86569 0.47446 0.95788 -0.227 -0.315 0.242
H 1.04513 1.40919 -0.37254 0.324 0.865 0.382
```
Positions in Å, forces in eV/Å.

---

No. 4
A single C3H2N2O molecule at a distorted geometry. Source: the OMol25 dataset; level of theory: ωB97M-V/def2-TZVPD.

Results
Frontier orbital gap = 9.5 eV
LUMO = -0.132 eV
HOMO energy = -0.3558 Eh

```
8
Properties=species:S:1:pos:R:3:forces:R:3
C -0.58499 0.12628 0.18631 0.366 -0.001 0.210
C 0.63154 -0.12438 -0.03054 -0.324 -0.840 0.768
C -1.84308 0.06629 -0.00061 0.040 0.800 -2.178
N 1.57359 -1.20594 -0.01121 0.676 -1.661 0.380
N 1.96136 -0.03007 0.13785 1.799 2.400 -1.767
O 2.90108 0.72621 0.00668 0.335 -0.570 0.824
H -2.14456 0.13877 -1.02346 -0.638 -0.183 -0.506
H -2.49493 0.30285 0.73497 -2.254 0.054 2.271
```
Positions in Å, forces in eV/Å.

---

No. 5
A single C5H11Br2P molecule at a distorted geometry. Source: the OMol25 dataset; level of theory: ωB97M-V/def2-TZVPD.

Results
Frontier orbital gap = 9.7 eV
LUMO = 0.032 eV
HOMO energy = -0.3548 Eh

```
19
Properties=species:S:1:pos:R:3:forces:R:3
C -2.98503 -0.66321 0.39075 1.218 -1.613 1.475
C -1.71032 0.10600 0.73312 -1.364 1.100 -1.814
C -0.49549 -0.49526 0.16825 0.331 -0.782 0.128
C 0.65401 0.49154 0.16407 1.069 -0.547 0.324
C 1.98086 -0.06474 -0.25890 1.812 -0.358 -0.306
P 3.35882 1.30462 -0.20508 0.984 -1.787 0.033
Br 1.95862 -1.00495 -2.00591 -0.215 0.346 0.634
Br 2.68794 -1.46972 1.13629 -0.645 1.243 -1.020
H -3.09158 -1.71628 0.80775 0.145 1.400 -0.259
H -2.82713 -0.74183 -0.64095 -0.365 -0.707 -1.819
H -3.86359 -0.09048 0.50544 -1.038 0.521 0.557
H -1.83037 0.96808 0.04974 -0.107 0.445 0.733
H -1.50477 0.50357 1.67143 -0.317 0.352 2.124
H -0.71063 -0.50884 -0.87205 -0.131 -0.902 -1.152
H -0.38060 -1.53408 0.46844 0.770 0.041 0.437
H 0.92882 1.18936 0.98206 -0.888 -0.743 0.266
H 0.30502 1.09232 -0.64003 0.339 1.316 -0.774
H 4.30430 0.60754 -1.08766 -0.373 -0.010 1.225
H 3.22111 2.02636 -1.36676 -1.225 0.684 -0.792
```
Positions in Å, forces in eV/Å.

---

No. 6
A gas-phase ion, C3H9N5OS (charge +2) at a distorted geometry. Source: the OMol25 dataset; level of theory: ωB97M-V/def2-TZVPD.

Results
Frontier orbital gap (alpha / beta) = 7.6 / 6.5 eV
Total charge = +2
LUMO (alpha / beta) = -9.565 / -10.428 eV
HOMO energy (alpha / beta) = -0.6321 / -0.6228 Eh

```
19
Properties=species:S:1:pos:R:3:forces:R:3
C 0.86624 -0.08351 -1.73466 0.575 -0.005 -0.032
C -1.84336 -0.12808 -0.62051 -0.626 -0.448 0.654
C 0.23380 0.63898 2.20870 0.912 0.751 0.792
N 2.12736 0.13409 -1.62429 -0.592 0.225 -0.425
N -0.82663 0.20044 0.15423 1.280 0.568 -0.390
N -3.06934 -0.42168 -0.19296 0.350 0.189 -0.462
N 2.89028 -0.32976 -0.59281 0.242 -0.232 0.944
N -0.69185 -0.07787 1.40497 -1.237 -0.734 -0.401
O -1.68727 -0.12136 -1.92910 -0.501 0.020 -0.203
S -0.30418 0.02836 -2.86006 0.201 -0.057 0.573
H -0.14934 0.71089 3.23242 -0.013 -0.003 -0.229
H 1.19771 0.11755 2.26129 -0.104 -0.071 -0.089
H 0.40335 1.63434 1.79559 -0.144 -0.140 0.031
H 2.63635 0.78691 -2.23446 -0.302 -0.118 0.059
H -3.37708 -0.20747 0.74608 0.153 0.015 0.022
H -3.80020 -0.55482 -0.88129 -0.022 -0.087 -0.021
H 3.88651 -0.17121 -0.69389 -0.128 -0.002 -0.285
H 2.65481 -1.25860 -0.25657 -0.033 0.097 -0.320
H -1.14716 -0.89719 1.81732 -0.011 0.032 -0.218
```
Positions in Å, forces in eV/Å.